Entry 1:
Molecular formula: C28H26NNiOP2S2
Method: DFT, wB97M-V/def2-TZVPD

Each line ends with the natural charge from an NBO analysis.
CARTESIAN COORDINATES (ANGSTROEM)
Ni1 1.444 2.006 -0.799  0.956
S1 3.335 0.446 -1.143  -0.709
P1 1.723 -0.653 -0.580  1.423
C1 0.349 0.310 -0.520  -1.570
P2 -0.540 0.883 0.784  1.395
S2 0.237 2.113 2.174  -0.756
C2 -1.366 -0.523 1.651  -0.388
C3 -1.752 -0.447 2.985  -0.137
C4 -2.360 -1.529 3.608  -0.243
C5 -2.586 -2.704 2.902  -0.224
C6 -2.206 -2.788 1.569  -0.213
C7 -1.603 -1.703 0.949  -0.209
C8 -2.022 1.711 0.072  -0.373
C9 -2.577 1.218 -1.106  -0.200
C10 -3.725 1.784 -1.638  -0.215
C11 -4.337 2.853 -0.995  -0.225
C12 -3.794 3.347 0.183  -0.249
C13 -2.644 2.776 0.715  -0.144
C14 2.272 -1.622 0.880  -0.399
C15 3.228 -2.626 0.706  -0.121
C16 3.699 -3.354 1.784  -0.250
C17 3.226 -3.084 3.065  -0.220
C18 2.297 -2.076 3.251  -0.206
C19 1.824 -1.346 2.165  -0.192
C20 1.436 -2.006 -1.796  -0.369
C21 1.723 -1.802 -3.142  -0.132
C22 1.401 -2.764 -4.086  -0.239
C23 0.784 -3.948 -3.698  -0.228
C24 0.491 -4.159 -2.359  -0.213
C25 0.816 -3.193 -1.415  -0.213
H1 -1.541 0.464 3.533  0.230
H2 -2.648 -1.457 4.650  0.200
H3 -3.053 -3.550 3.391  0.199
H4 -2.373 -3.702 1.012  0.202
H5 -1.291 -1.758 -0.089  0.235
H6 -2.065 0.404 -1.608  0.243
H7 -4.138 1.397 -2.562  0.201
H8 -5.233 3.300 -1.410  0.198
H9 -4.264 4.180 0.693  0.199
H10 -2.200 3.157 1.627  0.232
H11 3.611 -2.835 -0.286  0.210
H12 4.438 -4.131 1.626  0.201
H13 3.592 -3.654 3.911  0.199
H14 1.931 -1.841 4.243  0.207
H15 1.131 -0.534 2.340  0.248
H16 2.212 -0.881 -3.439  0.229
H17 1.633 -2.592 -5.130  0.202
H18 0.537 -4.701 -4.437  0.200
H19 0.012 -5.079 -2.043  0.201
H20 0.581 -3.369 -0.371  0.223
N1 1.987 5.950 -0.348  -0.809
C26 1.612 4.685 -0.644  0.708
O1 2.397 3.749 -0.456  -0.645
C27 0.246 4.419 -1.202  -0.539
C28 0.309 3.066 -1.897  -0.723
H21 2.840 6.080 0.166  0.401
H22 1.309 6.686 -0.382  0.392
H23 -0.096 5.283 -1.791  0.186
H24 -0.417 4.351 -0.330  0.252
H25 0.851 3.131 -2.849  0.179
H26 -0.683 2.663 -2.081  0.201

Atomic forces in eV per Å
0.5 -0.5 -0.1
-0.2 -0.1 0.2
0.2 0.0 -0.1
0.4 0.3 0.0
-0.3 0.2 0.2
-0.1 -0.1 -0.1
-0.1 -0.1 0.0
0.0 0.1 0.0
0.0 0.0 0.0
0.0 0.0 0.0
0.0 0.0 0.0
0.0 0.1 0.0
-0.1 -0.1 0.0
0.0 0.0 0.0
0.0 0.0 0.0
0.0 0.0 0.0
0.0 0.0 0.0
0.0 0.0 0.0
0.0 -0.1 0.0
0.0 0.0 -0.1
0.0 0.0 0.1
0.0 0.0 0.0
0.0 0.0 0.0
0.0 0.1 0.0
0.0 0.1 0.0
0.1 0.1 0.0
0.0 -0.1 0.0
0.0 0.1 0.0
0.0 0.0 0.1
-0.1 -0.1 0.0
0.0 0.0 0.0
0.0 0.0 0.0
0.0 0.0 0.0
0.0 0.0 0.0
0.0 0.0 0.0
0.0 0.0 0.0
0.0 0.0 0.0
0.0 0.0 0.0
0.0 0.0 0.0
0.0 0.0 0.0
0.0 0.0 0.0
0.0 0.0 0.0
0.0 0.0 0.0
0.0 0.0 0.0
0.0 0.0 0.0
0.0 0.0 0.0
0.0 0.0 0.0
0.0 0.0 0.0
0.0 0.0 0.0
0.0 0.0 0.0
-0.1 0.0 -0.1
0.1 -0.2 0.1
0.0 0.1 -0.1
0.0 0.2 0.1
-0.5 0.1 0.0
0.0 0.0 0.0
0.0 0.1 0.0
0.0 -0.1 -0.1
0.0 0.0 0.0
0.0 0.0 0.0
0.0 0.1 -0.1

The calculation puts the molar mass at 577.30 g/mol. The value obtained for the LUMO energy (alpha / beta) is 0.10453 / 0.10473 hartree. Its total charge is -1. The HOMO-LUMO gap (alpha / beta) comes out at 6.4476 / 6.4984 eV. As for the energy relative to the best compared isomer or geometry (same formula, charge and spin): 22.60 kJ/mol. The value obtained for the HOMO energy (alpha / beta) is -0.132 / -0.134 Eh.

=====

Entry 2:
Molecular formula: C28H27AsBF5N4O5Pd
Method: DFT, wB97M-V/def2-TZVPD

Each line ends with the Löwdin charge.
CARTESIAN COORDINATES (ANGSTROEM)
Pd1 -0.044 -0.181 -0.515  1.057
C1 0.440 3.052 -1.595  -0.096
N1 -0.579 2.014 -1.479  -0.303
C2 -1.145 1.743 -2.799  -0.086
C3 -1.588 2.411 -0.487  -0.144
C4 -2.436 1.223 -0.095  -0.178
C5 -3.613 0.963 -0.787  -0.034
C6 -4.363 -0.169 -0.502  -0.027
C7 -3.953 -1.064 0.477  -0.046
C8 -2.795 -0.801 1.185  -0.025
C9 -2.006 0.338 0.927  -0.104
H1 -0.008 4.011 -1.896  0.093
H2 1.164 2.755 -2.353  0.091
H3 0.945 3.166 -0.639  0.061
H4 -1.554 2.662 -3.246  0.097
H5 -1.942 1.007 -2.729  0.064
H6 -0.362 1.341 -3.440  0.084
H7 -2.201 3.240 -0.871  0.134
H8 -1.040 2.765 0.390  0.126
H9 -3.949 1.663 -1.543  0.119
H10 -5.273 -0.363 -1.056  0.117
H11 -4.541 -1.942 0.705  0.121
H12 -2.507 -1.479 1.981  0.130
F1 2.651 -5.584 -3.669  0.124
C10 2.219 -4.376 -3.303  -0.140
C11 2.424 -3.915 -2.014  -0.135
F2 3.060 -4.679 -1.123  0.127
C12 1.989 -2.655 -1.653  -0.155
F3 2.234 -2.246 -0.388  0.072
C13 1.293 -1.818 -2.518  -0.294
O1 0.829 -0.604 -2.218  -0.214
C14 1.117 -2.309 -3.813  -0.143
F4 0.468 -1.547 -4.710  0.103
C15 1.570 -3.554 -4.207  -0.138
F5 1.383 -3.964 -5.463  0.126
C16 3.957 2.670 0.735  -0.205
As1 3.162 0.969 0.385  0.998
C17 3.816 -0.167 1.773  -0.186
C18 3.793 0.435 -1.337  -0.174
O2 1.502 1.172 0.451  -0.550
H13 5.044 2.601 0.706  0.044
H14 3.635 3.012 1.717  0.040
H15 3.612 3.372 -0.021  0.038
H16 4.905 -0.153 1.775  0.046
H17 3.451 -1.179 1.642  0.035
H18 3.438 0.238 2.711  0.037
H19 4.753 -0.073 -1.262  0.051
H20 3.897 1.337 -1.938  0.046
H21 3.043 -0.214 -1.785  0.007
O3 -0.083 1.221 2.607  0.184
B1 -1.375 0.889 2.265  -0.513
O4 -2.243 1.083 3.338  0.221
C19 -1.449 1.550 4.364  -0.180
C20 -1.817 1.920 5.635  0.017
C21 -0.790 2.359 6.471  -0.081
C22 0.531 2.411 6.033  -0.083
C23 0.882 2.042 4.735  0.009
C24 -0.145 1.628 3.922  -0.181
H22 -2.845 1.866 5.964  0.124
H23 -1.027 2.666 7.480  0.103
H24 1.303 2.740 6.716  0.102
H25 1.904 2.075 4.385  0.111
N2 -1.850 -1.808 -2.541  0.212
C25 -1.656 -2.418 -1.353  -0.471
O5 -0.685 -2.018 -0.592  -0.148
C26 -2.456 -3.484 -0.951  -0.219
C27 -2.288 -4.036 0.350  -0.232
N3 -2.184 -4.477 1.409  0.143
C28 -3.503 -3.917 -1.806  -0.237
N4 -4.372 -4.165 -2.523  0.134
H26 -1.160 -1.143 -2.854  0.065
H27 -2.583 -2.111 -3.159  0.110

Atomic forces in eV per Å
-0.7 -0.1 0.2
-0.1 0.0 0.0
0.1 0.3 0.0
-0.1 0.1 0.1
0.0 0.0 0.1
0.1 0.0 -0.2
0.1 -0.1 0.0
-0.1 0.0 -0.1
0.3 0.0 0.0
-0.2 -0.2 -0.1
0.0 0.5 0.5
0.0 0.0 0.0
0.0 0.0 0.0
0.0 0.0 0.0
0.0 0.0 0.0
0.0 0.0 0.0
0.0 0.0 0.0
-0.1 0.0 0.0
0.0 0.1 0.0
0.0 0.0 0.0
0.0 0.0 0.0
0.0 0.0 0.0
0.0 0.0 0.0
0.0 0.0 0.0
0.0 0.0 0.1
0.0 -0.1 -0.1
0.0 0.0 0.0
0.1 0.0 0.5
0.0 0.0 -0.1
-0.2 0.3 -0.1
0.8 -0.1 -0.5
-0.1 0.0 -0.2
0.0 0.0 0.1
0.0 0.0 -0.1
0.0 0.0 0.0
0.1 0.2 0.0
-0.9 0.2 0.0
0.0 -0.1 0.1
0.1 -0.1 -0.1
0.8 -0.1 -0.2
0.0 0.0 0.0
0.0 0.0 0.0
0.0 0.0 0.0
0.0 0.0 0.0
0.0 -0.1 0.0
0.0 0.0 0.0
0.0 0.0 0.0
0.0 0.0 0.0
0.1 0.1 0.0
0.0 0.0 0.2
0.1 -0.1 -0.2
0.1 0.1 0.1
-0.3 0.0 -0.1
0.1 0.0 0.1
0.0 0.0 -0.1
0.0 0.0 0.0
0.0 0.1 0.1
0.2 -0.1 -0.2
0.0 0.0 0.0
0.0 0.0 0.0
0.0 0.0 0.0
0.0 0.0 0.0
-0.2 0.1 0.1
0.5 0.3 -0.1
-0.6 -0.8 0.2
-0.1 -0.3 0.1
-0.2 0.1 -0.4
0.0 0.0 0.1
0.1 0.1 0.3
0.0 -0.1 -0.1
0.0 0.0 0.0
0.0 -0.1 0.0

The calculation puts the molar mass at 786.69 g/mol. The value obtained for the LUMO energy is -0.04522 hartree. The HOMO-LUMO gap comes out at 6.6461 eV. As for the energy relative to the best compared isomer or geometry (same formula, charge and spin): 0.00 kJ/mol. The value obtained for the HOMO energy is -0.289 Eh.

=====

Entry 3:
Molecular formula: C28H27Cl42NOS
Method: DFT, wB97M-V/def2-TZVPD

Each line ends with the Löwdin charge.
CARTESIAN COORDINATES (ANGSTROEM)
O1 -4.943 2.845 -2.320  -0.169
C1 -5.726 2.701 -3.554  -0.250
C2 -6.048 1.174 -4.024  -0.179
N1 -5.531 0.065 -3.170  -0.111
C3 -6.185 -0.080 -1.830  -0.087
C4 -7.459 0.869 -1.301  -0.016
C5 -8.205 0.685 0.152  -0.103
C6 -7.756 -0.498 1.195  -0.066
C7 -6.490 -1.458 0.733  -0.065
C8 -5.756 -1.256 -0.719  -0.366
S1 -4.320 -2.419 -1.205  0.794
C9 -3.251 -1.294 -2.290  -0.370
C10 -1.631 -1.539 -2.327  -0.139
C11 -0.636 -0.634 -3.284  -0.333
C12 -1.369 0.559 -4.170  -0.077
C13 -2.998 0.786 -4.125  0.017
C14 -4.043 -0.119 -3.181  -0.081
H1 -5.636 3.107 -1.617  0.084
H2 -6.778 3.237 -3.379  0.127
H3 -5.184 3.321 -4.414  0.101
H4 -5.608 1.035 -5.123  0.138
H5 -7.217 1.055 -4.130  0.134
H6 -7.878 1.742 -1.996  0.082
H7 -9.099 1.415 0.432  0.064
H8 -8.335 -0.617 2.210  0.087
H9 -6.172 -2.302 1.496  0.094
H10 -1.163 -2.423 -1.678  0.040
H11 0.531 -0.853 -3.308  0.070
H12 -0.686 1.222 -4.861  0.016
H13 -3.419 1.660 -4.819  0.085
C15 -3.426 4.635 0.259  -1.495
Cl1 -4.869 4.004 1.071  0.519
Cl2 -3.748 6.239 -0.423  0.503
Cl3 -2.059 4.701 1.383  0.568
H14 -3.168 3.959 -0.559  0.014
C16 0.650 -1.982 0.913  -1.486
Cl4 0.705 -3.334 -0.230  0.553
Cl5 -0.602 -2.253 2.137  0.542
Cl6 2.231 -1.750 1.679  0.501
H15 0.399 -1.073 0.360  0.021
C17 1.553 -6.862 0.151  -1.537
Cl7 1.410 -7.566 -1.469  0.523
Cl8 0.870 -7.955 1.367  0.525
Cl9 3.246 -6.496 0.523  0.480
H16 0.986 -5.927 0.171  -0.050
C18 -2.666 7.026 4.128  -1.534
Cl10 -4.109 6.394 4.940  0.488
Cl11 -2.988 8.629 3.446  0.517
Cl12 -1.299 7.091 5.253  0.521
H17 -2.407 6.349 3.310  -0.064
C19 -4.305 7.658 -3.960  -1.529
Cl13 -4.273 7.943 -5.708  0.520
Cl14 -4.154 5.928 -3.608  0.516
Cl15 -3.015 8.571 -3.157  0.516
H18 -5.266 8.006 -3.571  0.021
C20 -8.209 4.976 3.121  -1.514
Cl16 -8.153 3.623 1.977  0.509
Cl17 -9.460 4.704 4.345  0.523
Cl18 -6.628 5.207 3.887  0.471
H19 -8.459 5.884 2.567  0.022
C21 5.647 -2.797 0.184  -1.510
Cl19 6.112 -1.566 -1.003  0.540
Cl20 5.863 -2.185 1.832  0.493
Cl21 3.970 -3.309 -0.075  0.448
H20 6.297 -3.666 0.051  0.012
C22 -1.119 -3.229 -6.219  -1.478
Cl22 -0.384 -4.838 -6.106  0.505
Cl23 -2.875 -3.361 -6.416  0.518
Cl24 -0.725 -2.263 -4.787  0.692
H21 -0.710 -2.725 -7.098  0.018
C23 5.947 -6.951 3.223  -1.514
Cl25 4.504 -7.582 4.035  0.531
Cl26 5.625 -5.347 2.541  0.497
Cl27 7.315 -6.885 4.348  0.532
H22 6.206 -7.627 2.405  0.023
C24 9.706 -1.796 3.180  -1.533
Cl28 11.332 -1.628 3.864  0.518
Cl29 9.049 -3.404 3.525  0.491
Cl30 8.632 -0.536 3.811  0.509
H23 9.775 -1.678 2.095  0.019
C25 1.147 3.606 -6.093  -1.513
Cl31 1.882 1.997 -5.981  0.515
Cl32 -0.609 3.474 -6.291  0.532
Cl33 1.541 4.572 -4.662  0.516
H24 1.556 4.110 -6.973  0.019
C26 4.168 1.773 -1.984  -1.534
Cl34 4.633 3.004 -3.170  0.509
Cl35 4.383 2.385 -0.335  0.520
Cl36 2.491 1.261 -2.243  0.505
H25 4.817 0.904 -2.116  -0.018
C27 10.524 -6.606 6.261  -1.544
Cl37 9.481 -7.274 7.528  0.512
Cl38 10.910 -4.910 6.604  0.487
Cl39 12.007 -7.562 6.107  0.523
H26 9.985 -6.651 5.312  -0.028
C28 10.122 -1.768 9.430  -1.532
Cl40 10.154 -1.483 7.681  0.496
Cl41 10.273 -3.498 9.781  0.503
Cl42 11.412 -0.855 10.232  0.516
H27 9.162 -1.420 9.818  0.019

Atomic forces in eV per Å
-2.6 0.4 0.1
-0.9 1.3 -0.3
-0.4 0.2 -1.5
1.5 0.4 2.3
-2.5 -0.5 4.4
1.0 -1.9 1.7
2.9 -2.7 -0.8
2.0 1.1 -4.5
-1.7 2.9 -2.0
-2.0 2.1 0.5
-0.5 2.5 -0.7
1.4 2.2 -1.9
-1.4 3.0 -1.3
-4.7 2.3 1.9
-2.0 -2.3 2.7
1.5 -1.9 1.5
5.0 -0.7 -0.3
1.8 -0.8 -1.4
2.2 -1.1 -0.5
-1.1 -1.5 1.8
-0.9 0.1 2.5
2.4 0.1 0.4
1.1 -2.2 1.6
2.2 -1.8 -0.8
1.5 0.1 -2.3
-0.5 1.9 -2.0
-1.4 2.2 -1.6
-2.8 0.8 0.3
-1.8 -1.5 1.6
1.0 -2.2 1.8
-0.1 0.0 -0.2
0.2 0.0 -0.2
0.1 -0.2 0.4
0.0 -0.1 -0.1
-0.1 0.2 0.2
0.1 0.4 0.4
0.0 0.0 0.0
0.1 0.0 -0.3
-0.9 0.5 0.4
0.1 -0.3 0.1
0.0 -0.1 0.0
0.0 0.1 0.2
0.1 0.2 -0.1
-0.4 -0.2 0.0
0.2 -0.4 0.0
0.1 0.0 -0.1
0.5 0.2 0.1
0.0 -0.2 0.0
-0.1 0.0 -0.1
-0.1 0.3 0.3
0.0 0.0 0.0
-0.1 0.0 0.2
-0.1 0.2 -0.3
-0.2 -0.1 -0.1
0.3 -0.1 -0.1
0.0 0.1 0.1
0.0 0.1 0.1
0.1 0.1 -0.2
-0.6 -0.1 -0.3
0.1 -0.3 0.2
-0.2 -0.2 0.0
0.1 -0.1 0.1
0.0 0.1 -0.2
1.1 -0.3 -0.6
-0.2 0.3 0.0
0.3 -0.3 -0.5
0.0 0.0 -0.1
0.2 0.1 0.0
-0.5 -2.2 -2.4
-0.2 -0.2 0.2
-0.1 -0.1 -0.1
0.2 0.1 -0.2
0.2 -0.2 0.2
-0.1 0.0 -0.1
-0.1 0.2 0.3
0.0 0.0 -0.1
-0.2 0.0 -0.1
0.0 0.2 -0.1
0.1 -0.1 -0.1
0.0 0.0 0.4
0.1 0.1 0.0
-0.1 0.2 -0.1
0.2 0.1 -0.1
-0.1 -0.1 -0.2
-0.2 -0.2 0.3
0.1 0.0 0.0
0.0 -0.2 0.1
0.0 -0.1 -0.2
0.1 0.0 0.0
-0.2 0.3 0.1
0.0 0.1 0.0
0.1 0.1 -0.2
-0.1 -0.3 -0.2
-0.2 0.1 0.0
0.2 0.0 0.3
-0.1 0.0 0.0
0.0 0.0 0.2
-0.1 0.3 0.0
-0.2 -0.1 -0.1
0.3 -0.1 -0.1

The calculation puts the molar mass at 1914.62 g/mol. The value obtained for the LUMO energy is -0.02013 hartree. The HOMO-LUMO gap comes out at 6.8917 eV. The value obtained for the HOMO energy is -0.273 Eh.

=====

- Number 2 is which compound?
  C28H27AsBF5N4O5Pd